[1]
76
Properties=species:S:1:pos:R:3:forces:R:3 method="wB97M-V/def2-TZVPD" multiplicity=3 max_force_ev_per_a=4.6 homo_energy_ha="-0.3065 / -0.3356" total_charge=0 lumo_energy_ev="-0.899 / -0.899" gap_ev="7.44 / 8.23"
C 4.973024 -1.304544 -1.765638 -0.058 0.027 -0.310
C 4.167513 -0.436628 -2.758847 0.517 -0.179 0.724
C 3.353648 0.599628 -1.950158 -0.598 -0.561 -0.784
C 1.959894 0.911090 -2.549792 1.073 1.089 -0.015
O 0.907638 0.680391 -1.581117 1.226 -0.135 -1.474
C 0.429249 -0.545112 -1.540033 1.284 0.688 -1.241
O -0.447344 -0.804491 -0.847400 -3.292 -1.093 2.964
O 0.972584 -1.544472 -2.360291 0.402 0.509 -0.754
Cl -0.023861 -1.614391 -3.737582 0.267 -0.164 0.145
H 4.350280 -1.631576 -0.929017 -0.011 -0.049 -0.112
H 5.796342 -0.718334 -1.348851 -0.032 -0.081 0.020
H 5.391716 -2.195115 -2.239738 0.035 0.109 0.002
H 4.900983 0.028978 -3.422596 -0.265 0.175 -0.089
H 3.524284 -1.059416 -3.385347 -0.088 0.033 0.184
H 3.909600 1.529251 -1.830673 0.038 -0.093 0.181
H 3.163501 0.159399 -0.968137 0.113 0.265 0.076
H 1.792162 0.398938 -3.496841 -0.194 -0.261 0.275
H 1.912551 1.974716 -2.788032 -0.301 -0.034 0.212
C -3.532909 -1.949423 -1.067099 -0.440 0.172 -0.106
C -3.284321 -3.469010 -0.989685 0.736 1.960 -0.357
C -3.308172 -4.080041 -2.395110 -0.383 -0.425 -0.164
C -4.712654 -4.202939 -2.974825 0.023 -0.057 0.011
C -5.611341 -4.983817 -2.018881 0.464 -0.044 -0.303
C -5.640428 -4.388747 -0.607273 -1.874 1.002 0.010
N -4.271268 -4.114428 -0.072408 0.629 -2.125 -1.237
O -3.769224 -5.237577 0.331802 0.083 0.092 0.841
C -6.488902 -3.096783 -0.623784 0.055 0.259 -0.169
C -6.419418 -5.333915 0.311253 0.454 -0.412 0.292
C -1.853081 -3.566419 -0.455424 -0.026 -0.814 0.369
H -2.898596 -1.503082 -1.834007 0.134 -0.109 0.075
H -4.551835 -1.668580 -1.318186 -0.016 -0.091 -0.004
H -3.289008 -1.467863 -0.119274 0.014 -0.076 0.013
H -2.854178 -5.076577 -2.368390 -0.041 -0.002 0.163
H -2.685403 -3.483725 -3.065751 0.069 0.110 0.184
H -5.127956 -3.212583 -3.182387 -0.010 0.003 0.052
H -4.667763 -4.722652 -3.935660 -0.015 0.039 0.016
H -6.626004 -5.022427 -2.423127 -0.067 0.045 0.204
H -5.258063 -6.019373 -1.975248 0.057 0.034 0.129
H -6.332542 -2.511201 0.283511 0.069 -0.005 -0.027
H -7.551344 -3.337867 -0.675249 0.057 -0.169 0.045
H -6.298549 -2.463603 -1.488510 0.095 0.033 0.064
H -6.001908 -6.339961 0.324518 0.147 0.098 0.069
H -7.449435 -5.427809 -0.033799 0.048 0.180 -0.130
H -6.442950 -4.956719 1.335452 0.050 -0.003 -0.018
H -1.786457 -3.195724 0.568544 -0.039 -0.008 -0.017
H -1.183425 -2.967743 -1.064175 -0.208 0.121 -0.097
H -1.471256 -4.587789 -0.474338 -0.173 -0.035 0.099
C 4.928494 3.867416 2.558201 -0.053 -0.419 -0.072
C 3.772555 4.870183 2.749905 1.981 -0.591 0.399
C 3.113489 4.662085 4.118583 -0.545 -0.142 0.078
C 2.227853 3.422920 4.178022 -0.034 0.049 -0.012
C 1.184282 3.466655 3.064499 0.178 0.279 0.464
C 1.802676 3.644509 1.674553 -0.172 -1.972 -0.784
N 2.795564 4.762675 1.626900 -1.577 1.133 1.577
O 2.139985 5.877424 1.558938 0.212 0.324 -0.761
C 2.457722 2.314901 1.241489 0.257 -0.201 0.168
C 0.676515 3.850929 0.658081 -0.092 0.663 -0.063
C 4.479715 6.228208 2.766287 -0.448 0.437 -0.277
H 5.568079 3.856577 3.442444 -0.037 0.162 0.003
H 4.616493 2.839398 2.401272 -0.074 0.028 0.010
H 5.549220 4.150085 1.705810 -0.083 0.041 -0.022
H 2.504593 5.537522 4.368022 -0.008 0.028 -0.171
H 3.882382 4.600410 4.891858 0.135 0.058 -0.153
H 2.835413 2.515953 4.110837 0.001 0.006 -0.047
H 1.722723 3.380642 5.146213 0.033 -0.024 -0.022
H 0.588472 2.551068 3.087868 0.023 -0.002 -0.222
H 0.491315 4.289728 3.267640 0.069 0.072 -0.105
H 3.117660 2.463449 0.385084 0.038 0.053 0.056
H 1.700436 1.588720 0.943227 -0.134 0.181 -0.016
H 3.017322 1.825607 2.037567 0.102 0.095 -0.030
H 0.038687 4.697628 0.909043 0.171 0.095 -0.027
H 0.032241 2.971975 0.628485 0.179 -0.107 0.102
H 1.076301 4.006014 -0.346469 0.019 0.031 0.031
H 4.920737 6.455442 1.794213 -0.060 -0.017 -0.006
H 5.284048 6.218331 3.503158 -0.023 -0.218 -0.001
H 3.809655 7.043610 3.035869 -0.063 -0.059 -0.109

---

[2]
78
Properties=species:S:1:pos:R:3:forces:R:3 method="wB97M-V/def2-TZVPD" multiplicity=5 max_force_ev_per_a=4.1 homo_energy_ha="-0.6488 / -0.6946" total_charge=+4 lumo_energy_ev="-11.306 / -14.699" gap_ev="6.35 / 4.20"
P 3.156092 -0.976807 -0.383442 3.771 0.106 -1.209
C 4.343532 -1.139228 1.015381 -1.401 0.205 1.063
H 5.273511 -1.611506 0.682310 -0.206 0.024 -0.183
H 3.876525 -1.720300 1.825142 0.474 -0.066 -0.186
H 4.531884 -0.134457 1.416236 0.074 -0.234 -0.166
C 3.514447 -2.400217 -1.491663 -1.620 -0.597 0.018
H 3.662680 -2.030207 -2.513649 0.041 -0.052 0.328
H 2.629213 -3.056392 -1.512925 0.496 -0.167 -0.060
H 4.383568 -2.971744 -1.134735 -0.242 0.275 0.007
C 4.065549 0.304968 -1.363978 -1.027 1.003 0.181
H 4.861553 -0.194031 -1.938431 -0.239 -0.045 0.348
H 4.483041 1.079387 -0.704207 -0.152 -0.275 -0.202
H 3.378079 0.799555 -2.066485 0.401 -0.095 0.184
P -1.076250 4.170071 -1.390097 -0.323 0.389 -0.581
C -1.162487 4.878765 0.295231 0.177 -0.365 0.095
H -1.312313 5.970961 0.270951 0.020 -0.408 -0.002
H -0.226001 4.636680 0.828932 -0.318 0.282 -0.240
H -1.985659 4.385432 0.839180 0.202 0.321 -0.239
C 0.050273 5.167719 -2.417870 0.390 -0.466 0.278
H 0.066809 4.728625 -3.426369 -0.074 0.308 0.205
H 1.065199 5.079711 -2.004591 -0.216 0.284 -0.150
H -0.273174 6.216765 -2.456549 0.130 -0.269 -0.011
C -2.690873 4.414394 -2.212148 0.106 -0.399 0.285
H -2.780322 5.448432 -2.571629 -0.135 -0.282 0.163
H -3.486537 4.152977 -1.501318 0.060 0.240 -0.287
H -2.750072 3.713672 -3.058816 -0.087 0.359 0.148
P -2.292810 -2.427179 -0.317170 -2.495 -2.739 -1.857
C -3.341878 -3.087880 1.044091 0.946 1.240 1.126
H -4.111370 -3.774085 0.673296 0.264 0.094 -0.232
H -3.811030 -2.211534 1.528599 -0.130 -0.477 -0.182
H -2.705734 -3.564118 1.804205 -0.293 -0.095 -0.268
C -3.549484 -2.123313 -1.637624 0.441 1.368 -0.063
H -4.481563 -2.671049 -1.419190 0.404 0.210 0.101
H -3.158312 -2.399569 -2.631186 -0.089 -0.007 0.582
H -3.736871 -1.042502 -1.654953 -0.465 -0.209 -0.149
C -1.487667 -3.866075 -1.125997 1.644 0.701 0.558
H -2.175064 -4.711428 -1.273886 -0.123 0.373 0.214
H -0.624054 -4.170568 -0.517237 -0.247 -0.319 -0.274
H -1.100746 -3.510457 -2.093448 -0.181 -0.243 0.269
Ru -0.472484 1.198446 -1.960938 1.659 -0.552 1.030
C 0.839859 1.953800 -0.843352 1.688 0.644 3.574
O 1.652480 2.365314 -0.106162 -2.029 -0.935 -2.369
C -1.891487 1.370064 -0.736986 -1.774 -0.235 2.612
O -2.719518 1.427320 0.097038 2.355 -0.065 -2.615
C -1.370860 0.519147 -3.915457 -0.165 0.716 -0.588
C -0.801270 -0.763765 -3.742857 -0.062 0.561 0.316
C 0.565342 -0.870109 -3.452278 0.323 -0.503 -0.088
C 1.410597 0.229513 -3.767755 -0.693 -0.425 0.236
C 0.874026 1.468008 -4.122735 -1.044 0.979 0.785
C -0.532669 1.705910 -3.912606 -0.461 -0.332 -2.714
H -2.405397 0.646490 -4.222336 0.043 -0.169 0.315
H -1.418267 -1.653993 -3.875038 0.155 0.262 0.250
H 1.005694 -1.846241 -3.164492 -0.318 0.758 -0.463
H 2.480656 0.056288 -3.821741 -0.119 0.144 -0.022
H 1.474213 2.283971 -4.535773 0.051 -0.259 0.544
H -0.983623 2.702781 -3.953683 0.295 -0.502 -0.959
C 1.366248 -1.729998 4.752408 0.439 0.150 0.662
N 1.193310 -0.268349 4.625009 -0.442 -0.516 -0.571
C -0.155844 0.059068 5.117398 0.096 0.020 0.389
N -1.210391 -0.638633 4.352302 1.786 -0.458 -1.359
C -0.995555 -2.090753 4.444081 -1.089 -1.150 1.045
N 0.360513 -2.484696 3.982537 -0.585 2.338 -0.822
C 0.522642 -2.323525 2.540992 -0.351 -0.579 0.350
P 0.278150 -0.546123 1.982758 0.584 0.541 0.214
C 1.437448 0.209573 3.251558 -0.048 -0.132 0.272
C -1.281449 -0.175975 2.962559 -0.498 -0.342 0.381
H 1.233838 -1.974180 5.820881 0.234 -0.089 -0.496
H 2.362922 -2.011874 4.398745 -0.134 -0.013 0.207
H -0.306552 1.139818 5.039922 -0.077 -0.178 0.147
H -0.240434 -0.279880 6.164869 0.080 0.351 -0.395
H -1.744161 -2.622797 3.837825 0.214 0.189 0.365
H -1.075800 -2.361927 5.510537 -0.074 -0.080 -0.536
H 1.531677 -2.631315 2.230567 -0.187 0.072 0.176
H -0.201404 -2.951026 1.998965 0.172 0.024 0.296
H 1.301054 1.304988 3.230490 0.219 -0.376 -0.045
H 2.477519 -0.030047 2.965464 -0.379 0.261 0.206
H -2.135182 -0.649241 2.462232 0.065 0.119 0.167
H -1.447488 0.910479 2.961065 0.095 -0.211 -0.108

---

[3]
90
Properties=species:S:1:pos:R:3:forces:R:3 method="wB97M-V/def2-TZVPD" max_force_ev_per_a=4.9 smiles="COC(=O)OC.COC(=O)OC.COC(=O)OC.COC(=O)OC.COC(=O)OC.COC(=O)OC.COC(=O)OC.CC#N" homo_energy_ha=-0.3779 total_charge=0 lumo_energy_ev=0.517 gap_ev=10.80
C 3.475775 -4.066624 1.779750 0.621 0.655 -0.662
O 2.334763 -3.802529 0.938036 -0.394 -0.228 -0.531
C 2.448667 -3.497444 -0.355075 2.730 -0.426 -2.625
O 3.475727 -3.622482 -1.096278 -3.903 0.561 2.918
O 1.226992 -3.033612 -0.755425 0.946 -0.320 0.835
C 0.926176 -2.802276 -2.124274 -0.198 -0.082 -0.703
H 4.207766 -4.736528 1.328611 -0.296 -0.078 -0.265
H 3.124121 -4.475710 2.726897 -0.213 0.218 -0.297
H 3.941921 -3.091153 1.918599 0.167 -0.228 0.406
H 0.247294 -1.953916 -2.210960 0.317 0.228 0.365
H 0.331242 -3.628324 -2.513873 0.307 -0.319 0.043
H 1.797416 -2.632508 -2.756898 0.105 -0.109 0.294
C -3.194009 1.560707 -3.235133 1.995 1.520 -0.502
O -4.017487 0.443483 -3.399395 -2.214 3.569 1.693
C -3.594563 -0.663613 -3.808772 1.172 -3.723 -1.225
O -2.441761 -0.939702 -4.057308 -0.662 -0.366 -0.037
O -4.701572 -1.473208 -3.886831 0.722 1.221 0.894
C -4.619439 -2.752033 -4.436540 -0.302 -0.742 -1.281
H -2.755703 1.887864 -4.177980 -0.320 -0.184 -0.374
H -2.299919 1.464719 -2.619109 -0.206 -0.890 0.359
H -3.698608 2.436666 -2.827471 -0.781 -0.555 -0.041
H -3.849563 -3.409481 -4.032591 0.140 0.349 0.030
H -4.549676 -2.629974 -5.517443 0.614 -0.280 -0.126
H -5.593186 -3.229509 -4.327303 0.019 0.143 0.542
C 5.985528 3.754569 3.234519 0.541 -0.704 0.205
O 4.613364 3.870651 3.537925 -1.687 -0.536 0.066
C 3.837420 2.731189 3.518650 3.320 -1.792 -0.940
O 4.225104 1.586969 3.268402 -0.304 2.159 0.399
O 2.631501 3.055112 3.799411 -2.104 0.659 1.406
C 1.638737 2.037244 3.947545 -1.063 -0.872 -0.208
H 6.397496 2.994482 3.898354 0.282 -0.199 -0.371
H 6.506367 4.685091 3.460268 -0.524 0.161 0.026
H 6.137940 3.520128 2.180999 0.024 -0.214 0.090
H 0.716585 2.496524 4.303628 0.012 0.653 -1.012
H 1.656906 1.243819 4.694702 1.814 0.174 0.561
H 1.562044 1.451677 3.031400 -0.428 0.554 -0.191
C -2.080400 3.732318 1.197120 -0.455 0.177 -0.609
O -1.966468 2.670395 2.141839 -0.959 -1.795 0.872
C -2.914355 1.674303 2.169828 -1.301 -0.538 -0.964
O -3.955835 1.617344 1.500187 2.269 0.586 1.177
O -2.552342 0.692232 3.037626 1.456 1.760 -1.487
C -3.395579 -0.442081 3.250535 -0.696 0.900 1.199
H -3.008470 3.636082 0.633621 0.150 -0.137 -0.131
H -1.204160 3.708263 0.549270 -0.120 -0.218 -0.060
H -2.100896 4.713340 1.671765 0.037 -0.275 0.510
H -3.845446 -0.119548 4.189519 -0.844 -0.617 -0.009
H -2.796548 -1.311957 3.519925 0.256 0.147 -0.660
H -4.134922 -0.595472 2.464432 0.339 -0.074 0.063
C -0.121330 -2.760069 2.472574 -0.244 -0.874 -0.665
O 0.043442 -2.122399 3.733199 -0.062 0.099 0.384
C 1.288793 -1.812879 4.162264 -0.260 -0.475 -1.015
O 2.289673 -1.969025 3.477049 -1.514 0.607 1.998
O 1.215888 -1.338621 5.428427 2.907 1.688 -2.694
C 0.070874 -1.345272 6.205778 -0.764 -2.716 1.280
H -1.173412 -2.997706 2.315242 -0.297 0.820 0.309
H 0.271447 -3.776637 2.452315 0.822 0.277 0.193
H 0.254736 -2.176152 1.632508 0.098 -0.039 0.261
H 0.287696 -2.328154 6.624143 -1.555 -0.472 0.756
H -0.877553 -1.362738 5.668861 0.255 0.380 0.058
H 0.096875 -0.722947 7.100273 0.349 0.820 -0.751
C 3.798086 1.470936 -7.650708 0.048 -0.343 0.613
O 2.581720 1.314310 -6.915072 -0.091 0.178 1.172
C 2.478608 1.762696 -5.636221 2.011 2.435 0.490
O 3.287273 2.484601 -5.015089 -1.706 -2.326 -1.819
O 1.288595 1.406200 -5.210891 -0.890 -0.374 1.810
C 1.029442 1.472189 -3.741306 -0.241 -0.111 -0.672
H 3.909259 2.494913 -8.007398 -0.117 -0.192 -0.284
H 3.694448 0.689196 -8.403189 0.189 0.551 -0.382
H 4.673217 1.221175 -7.050826 -0.092 0.093 0.225
H 0.045738 1.032091 -3.577811 0.122 -0.361 -0.479
H 0.920709 2.471664 -3.320206 0.685 0.176 -0.486
H 1.775710 0.887585 -3.203317 0.081 0.258 -0.151
C -1.566628 -0.198715 -0.531213 0.153 0.682 0.911
O -0.735885 0.998997 -0.721710 0.446 -0.987 0.552
C 0.536013 1.029186 -0.207350 0.658 0.954 -1.632
O 1.273868 1.946724 -0.535712 -1.123 -1.226 0.880
O 0.914990 -0.034162 0.519925 -2.512 0.807 -1.411
C 2.274846 -0.147566 0.770395 1.849 -0.261 0.742
H -1.314823 -1.037098 -1.180677 0.343 0.242 0.075
H -2.604488 0.076284 -0.719201 0.270 0.294 -0.107
H -1.495317 -0.446309 0.527901 -0.062 -0.448 -0.156
H 2.397126 -1.205242 1.003768 0.263 0.323 0.480
H 2.542678 0.534750 1.577126 0.240 -0.470 0.199
H 2.959271 0.099038 -0.041296 -0.548 0.103 -0.479
C -5.680786 0.313446 -0.832058 0.951 0.601 0.320
C -5.041299 -0.867660 -0.270123 0.154 -1.348 0.345
N -4.506951 -1.778563 0.207225 -0.535 0.987 -0.572
H -4.845023 0.901988 -1.210500 -0.128 0.136 -0.165
H -6.040635 0.908040 0.007622 -0.499 -0.107 -0.174
H -6.372833 0.156420 -1.659421 -0.038 -0.272 0.394